Entry 1:
Formula: C25H29BrIrN8O
Source: the Open Molecules 2025 dataset
Level of theory: ωB97M-V/def2-TZVPD

Each line ends with the Löwdin spin population.
Atoms and positions in Å:
Ir  -0.216  -0.312  0.751  1.49
N  -4.194  0.247  -1.357  0.01
C  -3.265  -0.301  -0.598  0.01
N  -2.267  0.375  -0.076  0.14
C  -2.175  1.741  -0.300  0.02
N  -1.258  2.441  0.325  0.02
N  -0.594  1.634  1.188  0.06
C  -0.283  2.027  2.378  -0.03
C  0.222  0.964  3.235  0.11
C  0.732  1.148  4.532  0.27
C  1.256  0.033  5.205  0.04
C  1.237  -1.208  4.634  0.28
C  0.612  -1.471  3.308  0.10
N  0.152  -0.239  2.672  0.19
C  -3.123  2.379  -1.179  0.01
C  -3.074  3.747  -1.484  0.00
C  -4.039  4.297  -2.294  0.00
C  -5.075  3.502  -2.802  0.01
C  -5.149  2.156  -2.509  0.00
C  -4.167  1.603  -1.697  0.00
H  -4.954  -0.328  -1.696  0.00
H  -3.343  -1.364  -0.403  0.00
H  -0.474  3.041  2.705  0.00
H  0.747  2.137  4.971  0.01
H  1.679  0.161  6.193  0.00
H  1.612  -2.061  5.183  0.01
H  -0.263  -2.122  3.468  0.03
H  -2.279  4.353  -1.070  0.00
H  -4.010  5.351  -2.534  0.00
H  -5.834  3.951  -3.428  0.00
H  -5.955  1.544  -2.896  0.00
C  3.217  -3.508  3.563  0.04
C  2.087  -3.496  2.588  0.26
C  1.628  -4.643  1.999  0.03
C  0.659  -4.608  0.994  0.27
C  0.208  -3.359  0.524  0.10
Br  -1.026  -3.373  -0.882  0.02
N  0.610  -2.209  1.000  0.17
C  1.481  -2.178  2.205  0.08
H  3.927  -4.295  3.310  0.01
H  2.869  -3.725  4.577  0.02
H  3.749  -2.555  3.587  0.00
H  2.053  -5.598  2.285  0.00
H  0.284  -5.510  0.534  0.01
H  2.297  -1.476  1.989  0.02
C  3.528  0.568  -2.413  0.00
N  2.288  0.777  -1.642  0.00
C  2.466  1.360  -0.320  0.02
C  1.105  0.307  -2.057  0.01
O  0.202  -0.099  -1.223  0.12
N  0.802  0.244  -3.356  0.00
C  -0.276  -0.627  -3.832  0.00
C  1.423  1.099  -4.375  0.00
H  4.260  0.106  -1.753  0.00
H  3.932  1.508  -2.786  0.00
H  3.351  -0.108  -3.241  0.00
H  3.516  1.292  -0.049  0.00
H  1.909  0.816  0.449  0.01
H  2.165  2.408  -0.294  0.00
H  -1.002  -0.797  -3.044  0.00
H  0.123  -1.584  -4.171  0.00
H  -0.767  -0.142  -4.673  0.00
H  1.927  1.939  -3.908  0.00
H  0.627  1.489  -5.006  0.00
H  2.123  0.549  -5.002  0.00

HOMO-LUMO gap (spin up / spin down) = 0.2421 / 0.1928 hartree
HOMO level (spin up / spin down) = -16.188 / -16.807 eV
DFT total energy = -113217.477 eV
spin multiplicity = 5
expectation value of S² = 6.06
charge = +3

---

Entry 2:
Formula: C3H6NOS
Source: the Open Molecules 2025 dataset
Level of theory: ωB97M-V/def2-TZVPD

Each line ends with the Löwdin charge.
Atoms and positions in Å:
C  -0.868  -0.689  -0.387  -0.20
C  0.659  -0.773  -0.278  -0.26
C  0.573  1.661  0.734  -0.22
N  -1.300  0.630  -0.024  -0.13
O  -2.207  1.183  -0.575  0.14
S  1.261  1.023  -0.601  1.09
H  -1.043  -0.981  -1.410  0.13
H  -1.567  -1.403  0.188  0.19
H  1.031  -0.976  0.645  0.05
H  1.053  -1.418  -0.972  0.07
H  0.242  2.657  0.924  0.08
H  0.261  1.073  1.540  0.05

HOMO-LUMO gap (spin up / spin down) = 0.2962 / 0.2962 hartree
HOMO level (spin up / spin down) = -14.277 / -14.275 eV
DFT total energy = -17569.114 eV
charge = +1

---

Entry 3:
Formula: C19H20N6O5
Source: the Open Molecules 2025 dataset
Level of theory: ωB97M-V/def2-TZVPD

Each line ends with the Löwdin charge.
Atoms and positions in Å:
C  -2.400  -4.705  1.415  -0.07
C  -2.282  -4.223  -0.026  -0.18
N  -1.380  -3.088  -0.115  -0.06
N  -0.132  -3.382  -0.389  0.19
C  0.776  -2.458  -0.461  -0.14
N  2.070  -2.920  -0.912  -0.35
O  2.496  -3.949  -0.448  0.10
O  2.611  -2.246  -1.760  0.10
C  0.473  -1.094  -0.220  -0.01
C  1.185  0.126  -0.123  -0.01
C  2.582  0.410  -0.086  -0.25
N  3.070  1.621  -0.034  0.17
C  4.430  1.452  0.065  -0.21
C  5.473  2.364  0.147  -0.01
C  6.752  1.852  0.237  -0.10
C  6.998  0.480  0.245  -0.09
C  5.972  -0.445  0.165  0.01
C  4.693  0.067  0.075  -0.18
O  3.502  -0.578  -0.008  0.13
C  0.219  1.122  0.103  -0.24
N  0.467  2.445  0.168  0.19
N  -1.012  0.557  0.189  0.04
C  -2.251  1.279  0.349  -0.11
C  -2.639  2.005  -0.942  -0.13
C  -3.842  2.915  -0.717  -0.25
O  -4.936  2.132  -0.309  -0.19
C  -6.106  2.877  -0.103  -0.11
C  -0.883  -0.798  0.003  -0.05
C  -1.898  -1.803  0.099  -0.35
O  -3.085  -1.648  0.340  0.06
H  -3.060  -5.567  1.460  0.07
H  -1.423  -4.990  1.797  0.07
H  -2.813  -3.917  2.039  0.07
H  -3.256  -3.896  -0.394  0.12
H  -1.874  -5.008  -0.663  0.12
H  5.282  3.425  0.138  0.11
H  7.589  2.532  0.301  0.10
H  8.016  0.129  0.315  0.10
H  6.151  -1.507  0.166  0.12
H  1.466  2.651  0.194  0.08
H  -0.173  3.047  0.659  0.10
H  -2.142  1.998  1.168  0.13
H  -3.032  0.562  0.608  0.12
H  -2.897  1.264  -1.699  0.13
H  -1.802  2.603  -1.307  0.11
H  -4.083  3.450  -1.650  0.13
H  -3.611  3.671  0.053  0.13
H  -5.966  3.631  0.683  0.09
H  -6.873  2.170  0.205  0.09
H  -6.424  3.385  -1.022  0.09

HOMO-LUMO gap = 0.2906 hartree
HOMO level = -7.919 eV
structure (SMILES) = CCn1nc([N+](=O)[O-])c2c(-c3nc4ccccc4o3)c(N)n(CCCOC)c2c1=O
DFT total energy = -39203.155 eV
charge = 0

---

Entry 4:
Formula: C2H3BrI2
Source: the Open Molecules 2025 dataset
Level of theory: ωB97M-V/def2-TZVPD

Each line ends with the Löwdin charge.
Atoms and positions in Å:
C  -1.599  -0.116  0.747  -0.18
C  -2.728  0.183  0.137  -1.31
Br  -3.043  1.876  -0.652  0.61
I  -4.319  -1.193  -0.061  0.77
I  2.781  -0.689  -0.838  0.38
H  2.575  0.621  -1.684  -0.38
H  -1.430  -1.086  1.182  0.05
H  -0.808  0.610  0.828  0.05

HOMO-LUMO gap = 0.3531 hartree
HOMO level = -9.419 eV
DFT total energy = -88365.268 eV
charge = 0

---

Entry 5:
Formula: C6H36O13
Source: the Open Molecules 2025 dataset
Level of theory: ωB97M-V/def2-TZVPD

Each line ends with the Löwdin charge.
Atoms and positions in Å:
C  -0.695  -2.270  -0.765  -0.05
C  -0.484  -1.203  0.337  -0.23
C  -0.625  -1.258  1.649  -0.15
C  -1.072  -2.341  2.469  -0.20
C  -0.854  -3.606  2.128  -0.01
C  0.247  0.029  -0.306  -0.05
H  -1.084  -1.896  -1.680  0.05
H  -1.426  -3.079  -0.481  0.09
H  0.218  -2.604  -1.084  0.05
H  -0.619  -0.292  2.285  0.11
H  -1.689  -2.049  3.313  0.10
H  -0.180  -4.092  1.393  0.08
H  -1.156  -4.455  2.754  0.05
H  1.229  -0.234  -0.819  0.10
H  0.368  0.771  0.505  0.04
H  -0.402  0.478  -1.035  0.03
H  -4.305  -1.744  -2.335  0.13
H  -3.506  -1.739  -1.064  -0.03
O  -3.392  -2.063  -1.916  -0.08
H  -3.601  -1.615  1.586  0.04
H  -3.845  -0.203  1.914  -0.03
O  -4.222  -0.886  1.318  -0.10
H  3.781  1.086  1.203  0.05
H  2.937  2.106  0.330  0.08
O  3.214  1.890  1.282  -0.09
H  2.049  1.345  2.548  0.05
H  1.161  0.736  3.643  0.07
O  1.079  1.309  2.852  -0.10
H  4.602  -1.160  0.331  -0.15
H  5.384  -1.536  -0.997  0.13
O  5.104  -0.870  -0.256  0.01
H  -3.108  -0.402  -3.293  -0.02
H  -3.481  0.881  -3.635  0.09
O  -2.627  0.417  -3.340  -0.07
H  -2.696  1.517  2.428  0.05
H  -4.261  1.469  1.944  -0.01
O  -3.695  1.302  2.625  -0.07
H  0.891  1.933  -4.151  -0.05
H  0.095  0.980  -3.220  0.04
O  0.885  1.124  -3.783  -0.01
H  -0.624  2.024  -1.838  0.09
H  -0.405  2.462  -0.346  0.02
O  -0.021  2.664  -1.236  -0.12
H  1.554  3.765  -3.027  -0.04
H  2.679  3.284  -3.865  0.12
O  1.729  3.700  -3.911  -0.04
H  3.686  0.983  -1.657  0.00
H  2.231  1.113  -2.519  0.05
O  2.761  1.081  -1.647  -0.09
H  -1.249  2.973  1.810  0.06
H  -0.508  1.662  2.132  0.00
O  -1.320  2.044  1.761  -0.03
H  3.604  -1.661  3.140  0.04
H  2.398  -2.134  2.272  0.03
O  3.265  -1.735  2.251  -0.03

HOMO-LUMO gap = 0.3176 hartree
HOMO level = -8.536 eV
DFT total energy = -33419.854 eV
charge = 0

---

Going through the records in order, we get energy above the lowest of the compared OMol25 structures with the same formula, charge and spin values of 0.00 99.30 32.43 11.89 132.92 kcal/mol.
Going through the records in order, we get M values of 729.7 104.2 412.4 360.8 316.3 g mol⁻¹.
Going through the records in order, we get max |F| values of 0.5 3.5 1.8 0.7 13.8 eV/A.